Record 1
Density functional theory data (the ωB97M-V functional and the def2-TZVPD basis) for one molecule with the formula C4H7NS in a non-equilibrium geometry.

```
! wB97M-V def2-TZVPD RIJCOSX def2/J DEFGRID3
* xyz 0 1
C -1.1003 -1.0253 0.4388
C -1.0497 0.0544 -0.5116
C 0.0540 0.9124 -0.4683
C 1.1128 1.1648 0.4022
N 2.2104 0.5213 0.3376
S 2.1160 -0.9787 -0.2675
H -0.0629 -1.0236 1.0300
H -1.3866 -2.1646 0.2490
H -1.8714 -0.9310 1.4228
H -1.9240 0.0868 -1.1724
H -0.4560 1.9606 -0.7566
H 1.3756 2.4331 0.3743
H 0.9822 -1.0103 -1.0782
*
```

HOMO energy = -8.4 eV
structure (SMILES) = C/C=C\C=N/S
ΔE to the lowest compared entry with this formula, charge and spin = 486.20 kJ/mol
gap between HOMO and LUMO = 8.29 eV

Atomic partial charges in e from the Mulliken method, atoms 1 to 8: number 1, C, carries -0.723; number 2, C, carries -0.172; number 3, C, carries -0.228; number 4, C, carries -0.068; number 5, N, carries -0.267; number 6, S, carries -0.134; number 7, H, carries 0.169; number 8, H, carries 0.251

Record 2
Density functional theory data (the ωB97M-V functional and the def2-TZVPD basis) for an isolated ion of composition C4H7N2O2 and charge +1 in a non-equilibrium geometry.

```
! wB97M-V def2-TZVPD RIJCOSX def2/J DEFGRID3
* xyz 1 1
C 2.2771 -0.0662 0.4822
C 1.6692 -0.1537 -0.8982
O 0.2176 0.1874 -0.8760
C -0.4912 -0.6161 -0.2559
O -0.5014 -1.5827 0.3799
N -2.1821 0.0190 -0.4158
C -2.7516 1.0684 0.0281
N -3.3754 0.0003 0.5384
H 2.2106 0.9475 0.8751
H 1.8025 -0.7570 1.1784
H 3.3277 -0.3370 0.4184
H 1.7660 -1.1575 -1.3228
H 2.0898 0.5893 -1.5805
H -2.8161 2.1339 -0.0636
H -3.2427 -0.2758 1.5122
*
```

HOMO energy = -15.0 eV
structure (SMILES) = CCOC(=O)N1C=[NH+]1
ΔE to the lowest compared entry with this formula, charge and spin = 457.94 kJ/mol
gap between HOMO and LUMO = 9.63 eV

Atomic partial charges in e from the Mulliken method, atoms 1 to 8: number 1, C, carries -1.057; number 2, C, carries -0.201; number 3, O, carries -0.247; number 4, C, carries 0.705; number 5, O, carries -0.292; number 6, N, carries -0.108; number 7, C, carries 0.255; number 8, N, carries -0.370

Record 3
Density functional theory data (the ωB97M-V functional and the def2-TZVPD basis) for a 11-piece molecular cluster, C29H44Cl10F2O4 overall in a non-equilibrium geometry.

```
! wB97M-V def2-TZVPD RIJCOSX def2/J DEFGRID3
* xyz 0 1
F 4.1648 7.5257 0.6274
C 3.3917 6.4477 0.4724
C 2.7236 5.9600 1.5783
C 1.9202 4.8549 1.4045
C 1.7769 4.2889 0.1397
C 2.4933 4.7821 -0.9441
C 3.3196 5.8841 -0.7767
H 2.9134 6.3834 2.5551
H 1.4295 4.3462 2.2205
H 1.2089 3.3659 0.0468
H 2.4038 4.3281 -1.9221
H 3.8866 6.2792 -1.6077
F 5.4344 -5.2708 -1.2260
C 4.4407 -4.9342 -0.3974
C 3.5318 -3.9644 -0.7769
C 2.4948 -3.6428 0.0723
C 2.3458 -4.3125 1.2693
C 3.2535 -5.2993 1.6287
C 4.3378 -5.5713 0.8148
H 3.6561 -3.5577 -1.7767
H 1.7277 -2.9249 -0.1915
H 1.5220 -4.0904 1.9323
H 3.0977 -5.9214 2.5008
H 5.0234 -6.3850 1.0306
C -7.6101 0.8103 2.2165
C -6.5033 1.6286 2.8277
C -5.3641 2.0173 1.9360
O -6.5401 1.9607 3.9768
H -8.3066 0.5192 2.9934
H -7.2171 -0.0634 1.6889
H -8.1163 1.4038 1.4483
H -5.7470 2.5920 1.0810
H -4.9153 1.1161 1.5185
H -4.6838 2.6970 2.4374
C -0.7020 -3.0547 4.0426
C -0.5440 -1.6408 3.5368
C -0.7986 -0.5381 4.5432
O -0.3507 -1.4020 2.3847
H -0.7506 -3.7465 3.2091
H -1.6348 -3.0884 4.6120
H 0.1097 -3.2931 4.7310
H -1.8288 -0.5321 4.8937
H -0.5553 0.4160 4.0901
H -0.1473 -0.7134 5.4067
C -0.2718 -0.8671 -1.1472
C -0.6182 0.1939 -0.1341
C -2.0125 0.1238 0.4531
O 0.1408 1.1187 0.0764
H 0.8121 -1.0050 -1.0894
H -0.4897 -0.7075 -2.2009
H -0.7380 -1.8193 -0.8754
H -2.6852 0.1492 -0.4106
H -2.2005 0.9942 1.0784
H -2.1228 -0.7838 1.0324
C -1.8544 2.4866 -3.4986
C -0.4853 3.0548 -3.2631
C 0.6767 2.1219 -3.0915
O -0.3126 4.2322 -3.2738
H -2.5007 3.2566 -3.9045
H -2.2340 2.0655 -2.5590
H -1.8656 1.6199 -4.1712
H 1.4224 2.6168 -2.4769
H 1.1024 1.9526 -4.0882
H 0.4595 1.1548 -2.6533
Cl -2.2244 -3.8274 0.7800
C -3.7674 -3.6228 1.6018
Cl -4.5370 -2.1357 1.0749
H -4.4077 -4.4700 1.4005
H -3.5648 -3.5826 2.6638
Cl 1.9336 -2.0708 -3.5086
C 2.0172 -1.3746 -5.1509
Cl 2.7308 -2.5231 -6.2694
H 1.0065 -1.1378 -5.4500
H 2.5935 -0.4639 -5.0500
Cl 4.9898 1.6397 -3.3084
C 4.9127 0.8906 -1.7139
Cl 3.2438 0.5182 -1.2377
H 5.4974 -0.0153 -1.6678
H 5.2710 1.6247 -1.0052
Cl -3.2367 -1.7626 -2.6681
C -2.6922 -2.1522 -4.3006
Cl -1.5828 -0.9545 -4.9795
H -2.1689 -3.0965 -4.2401
H -3.5406 -2.2563 -4.9605
Cl 2.4992 1.9772 3.3955
C 2.5485 0.6203 2.2607
Cl 3.5978 -0.6757 2.8158
H 1.5361 0.2528 2.1780
H 2.8303 0.9795 1.2886
*
```

HOMO energy = -8.7 eV
structure (SMILES) = Fc1ccccc1.Fc1ccccc1.CC(C)=O.CC(C)=O.CC(C)=O.CC(C)=O.ClCCl.ClCCl.ClCCl.ClCCl.ClCCl
ΔE to the lowest compared entry with this formula, charge and spin = 0.00 kJ/mol
gap between HOMO and LUMO = 8.84 eV

Atomic partial charges in e from the Mulliken method, atoms 1 to 8: number 1, F, carries -0.339; number 2, C, carries 0.488; number 3, C, carries -0.640; number 4, C, carries -0.467; number 5, C, carries -0.231; number 6, C, carries -0.150; number 7, C, carries -0.779; number 8, H, carries 0.428

Record 4
Density functional theory data (the ωB97M-V functional and the def2-TZVPD basis) for C4H8IN2 as an isolated structure in a non-equilibrium geometry.

```
! wB97M-V def2-TZVPD RIJCOSX def2/J DEFGRID3
* xyz 1 1
C 0.7890 -0.4335 -1.6704
C -0.2163 -1.1932 0.2858
C -0.4334 0.3267 0.0985
C -0.0475 1.3755 1.6981
N 0.5479 -1.5301 -0.9235
N 0.5140 0.6193 -1.0304
I -2.3744 0.8373 -0.6316
H 1.3842 -0.4505 -2.6125
H 0.2663 -1.5941 1.1848
H -1.1538 -1.7495 0.3063
H 0.2538 2.3685 1.4588
H 0.5564 0.8964 2.5009
H -1.0558 1.4563 2.0927
H 0.4152 -2.4499 -1.4152
H 0.5544 1.5210 -1.3425
*
```

HOMO energy = -13.6 eV
ΔE to the lowest compared entry with this formula, charge and spin = 170.43 kJ/mol
gap between HOMO and LUMO = 9.61 eV

Atomic partial charges in e from the Mulliken method, atoms 1 to 8: number 1, C, carries -0.089; number 2, C, carries -0.527; number 3, C, carries -0.136; number 4, C, carries -0.845; number 5, N, carries -0.139; number 6, N, carries -0.047; number 7, I, carries 0.256; number 8, H, carries 0.381

Record 5
Density functional theory data (the ωB97M-V functional and the def2-TZVPD basis) for C23H20F3IMnS2Sb as an isolated structure.

```
! wB97M-V def2-TZVPD RIJCOSX def2/J DEFGRID3
* xyz -1 2
Mn 2.2056 -0.6922 0.5265
C 2.5801 -5.1577 -0.5170
C 2.7249 -3.6557 -0.4381
S 1.5473 -2.8347 0.5826
C 3.6660 -2.9685 -1.1042
C 4.6779 -3.6208 -2.0065
S 3.7936 -1.2138 -0.9942
H 1.7535 -5.4846 0.1127
H 3.4816 -5.6731 -0.1743
H 2.3744 -5.4946 -1.5370
H 4.5724 -4.7057 -2.0323
H 5.6936 -3.3851 -1.6790
H 4.5803 -3.2452 -3.0289
F -0.2140 6.4303 -2.2239
C -0.1858 5.1828 -1.6978
C -1.3104 4.7149 -1.0489
C -1.2727 3.4353 -0.5118
C -0.1343 2.6377 -0.6231
C 0.9790 3.1563 -1.2777
C 0.9637 4.4324 -1.8257
Sb -0.0171 0.6573 0.1648
C -1.1816 0.9696 1.9165
C -1.2242 2.1846 2.5928
C -1.9423 2.3229 3.7742
C -2.6096 1.2215 4.2660
F -3.3183 1.3489 5.4142
C -2.5780 -0.0079 3.6395
C -1.8528 -0.1231 2.4623
C -1.5386 -0.2631 -1.0290
C -1.5958 -1.6581 -1.0013
C -2.5507 -2.3534 -1.7315
C -3.4365 -1.6313 -2.5017
F -4.3726 -2.2972 -3.2226
C -3.3998 -0.2550 -2.5809
C -2.4426 0.4223 -1.8369
H -2.1867 5.3440 -0.9674
H -2.1478 3.0663 0.0111
H 1.8828 2.5616 -1.3597
H 1.8233 4.8445 -2.3362
H -0.6784 3.0396 2.2113
H -1.9808 3.2601 4.3126
H -3.1040 -0.8478 4.0721
H -1.8136 -1.0898 1.9711
H -0.8559 -2.2244 -0.4428
H -2.5967 -3.4339 -1.7217
H -4.1032 0.2658 -3.2165
H -2.4041 1.5009 -1.9113
I 2.9697 1.9246 2.0154
C 2.2839 -0.1214 2.4323
H 1.4047 0.0437 3.0580
H 3.0906 -0.5293 3.0440
*
```

HOMO energy (spin up / spin down) = -3.6 / -3.7 eV
⟨S²⟩ = 1.201
gap between HOMO and LUMO (spin up / spin down) = 6.03 / 6.13 eV

Atomic partial charges in e from the Mulliken method, atoms 1 to 8: number 1, Mn, carries -0.032; number 2, C, carries -1.620; number 3, C, carries 0.677; number 4, S, carries -0.492; number 5, C, carries 0.503; number 6, C, carries -1.344; number 7, S, carries -0.415; number 8, H, carries 0.348

Record 6
Density functional theory data (the ωB97M-V functional and the def2-TZVPD basis) for C18H11F2N2NdO4 as an isolated structure in a non-equilibrium geometry.

```
! wB97M-V def2-TZVPD RIJCOSX def2/J DEFGRID3
* xyz 2 4
Nd -0.8559 0.3730 -1.0045
O -5.0387 1.8752 0.4604
C -3.8991 1.2596 0.2549
O -3.1903 1.4670 -0.7502
C -3.3814 0.3301 1.4137
C -4.0725 0.2402 2.6212
C -3.4415 -0.5185 3.5843
C -2.2007 -1.0981 3.3874
C -1.6379 -0.9733 2.1224
N -2.1699 -0.2034 1.1588
C -0.3132 -1.5029 1.6609
O 0.3872 -2.2719 2.4403
O 0.0945 -1.2921 0.5321
H -5.3073 2.4268 -0.2634
H -5.0146 0.7222 2.7783
H -3.9937 -0.6804 4.5227
H -1.7636 -1.6712 4.2577
H -0.0622 -2.6512 3.2078
F 2.5993 2.9393 2.4055
C 2.5177 2.1858 1.3031
C 1.2955 2.0132 0.7009
C 1.1840 1.2854 -0.4941
C 2.2696 0.6470 -1.0827
C 3.5161 0.8108 -0.4066
F 4.6440 0.2238 -0.8849
C 3.5859 1.5228 0.7786
C 2.0815 -0.1514 -2.2819
C 3.1261 -0.6150 -3.1188
C 2.7997 -1.4162 -4.2518
C 1.4846 -1.7191 -4.5008
C 0.5635 -1.2278 -3.6541
N 0.7983 -0.4397 -2.6166
H 0.4071 2.6070 1.0986
H 4.5175 1.4861 1.4529
H 4.1194 -0.2923 -2.8822
H 3.6342 -1.7713 -4.8401
H 1.1925 -2.4670 -5.2582
H -0.4758 -1.4528 -3.8513
*
```

HOMO energy (spin up / spin down) = -14.2 / -14.2 eV
⟨S²⟩ = 3.758
gap between HOMO and LUMO (spin up / spin down) = 6.58 / 6.59 eV

Atomic partial charges in e from the Mulliken method, atoms 1 to 8: number 1, Nd, carries 1.700; number 2, O, carries -0.375; number 3, C, carries 0.447; number 4, O, carries -0.647; number 5, C, carries 0.447; number 6, C, carries -0.552; number 7, C, carries -0.562; number 8, C, carries -0.640

no.,calculated total energy (eV)
1,-16581.8922
2,-11324.9792
3,-169635.7906
4,-15350.3400
5,-99957.0194
6,-50712.8828